(1)
Entry from the Open Molecules 2025 dataset: 6 unconnected molecules or ions with the total composition C38H32FN2O12 in a non-equilibrium geometry (ωB97M-V/def2-TZVPD).

Highest occupied orbital energy ... -0.4126 Ha
Lowest unoccupied orbital energy ... -3.81 eV
Charge ... +1
ΔE to the lowest compared entry with this formula, charge and spin ... 0.000 eV

Each line ends with the Mulliken charge.
Geometry (Å):
O (-1.175, 0.732, 1.437)  -0.61
C (-0.801, 0.928, 0.222)  0.68
O (-0.403, -0.207, -0.587)  -0.17
C (-0.776, 2.427, -0.406)  -0.87
C (-2.038, 2.687, -1.389)  -0.46
C (-3.366, 2.677, -0.467)  0.24
C (-4.776, 2.616, -1.168)  -0.72
N (-5.655, 2.576, 0.029)  0.31
C (-7.152, 2.469, 0.091)  -0.18
C (-7.536, 0.921, -0.199)  -0.23
F (-6.365, 0.049, -0.390)  -0.30
C (-4.926, 2.645, 1.284)  -0.13
N (-3.491, 2.715, 1.006)  0.07
H (-0.472, -0.977, 0.059)  0.21
H (0.181, 2.527, -1.037)  0.35
H (-0.704, 3.154, 0.486)  0.33
H (-2.077, 1.780, -2.124)  0.31
H (-2.011, 3.693, -1.949)  0.42
H (-5.093, 2.564, -2.269)  0.33
H (-7.572, 2.727, 1.142)  0.39
H (-7.653, 3.230, -0.650)  -0.12
H (-8.098, 0.490, 0.716)  0.25
H (-8.154, 0.838, -1.169)  0.28
H (-5.264, 2.635, 2.381)  0.36
H (-2.680, 2.782, 1.645)  0.29
C (1.960, -0.199, -5.273)  -0.45
C (1.356, 0.237, -4.166)  -0.38
C (1.413, -0.533, -2.906)  0.75
O (0.856, -0.135, -1.888)  -0.39
C (2.166, -1.804, -2.919)  -0.66
C (2.771, -2.241, -4.026)  -0.22
C (2.714, -1.471, -5.286)  0.11
O (3.267, -1.867, -6.295)  -0.55
H (1.928, 0.352, -6.204)  0.43
H (0.800, 1.167, -4.139)  0.39
H (2.199, -2.357, -1.987)  0.52
H (3.326, -3.171, -4.053)  0.44
C (2.541, -2.751, 3.075)  -0.21
C (1.383, -2.254, 2.638)  -0.23
C (0.443, -3.079, 1.852)  0.43
O (-0.614, -2.622, 1.450)  -0.69
C (0.834, -4.476, 1.570)  -0.59
C (1.992, -4.973, 2.007)  -0.36
C (2.933, -4.147, 2.793)  0.17
O (3.990, -4.600, 3.194)  -0.49
H (3.242, -2.160, 3.651)  0.48
H (1.081, -1.233, 2.837)  0.49
H (0.133, -5.066, 0.993)  0.43
H (2.295, -5.994, 1.808)  0.47
C (8.760, -5.778, 6.150)  -0.44
C (8.959, -4.650, 5.465)  -0.45
C (7.923, -4.110, 4.560)  0.36
O (8.104, -3.080, 3.932)  -0.55
C (6.660, -4.867, 4.443)  -0.13
C (6.461, -5.995, 5.127)  -0.27
C (7.496, -6.535, 6.033)  0.25
O (7.315, -7.564, 6.659)  -0.54
H (9.508, -6.188, 6.817)  0.41
H (9.879, -4.083, 5.540)  0.42
H (5.912, -4.457, 3.776)  0.57
H (5.541, -6.561, 5.052)  0.44
C (7.091, -0.754, 0.486)  -0.51
C (6.067, -1.562, 0.768)  -0.55
C (4.854, -1.582, -0.074)  0.28
O (3.915, -2.319, 0.183)  -0.43
C (4.818, -0.675, -1.241)  0.21
C (5.841, 0.133, -1.523)  -0.56
C (7.056, 0.154, -0.681)  0.23
O (7.991, 0.889, -0.938)  -0.54
H (7.988, -0.725, 1.093)  0.50
H (6.078, -2.233, 1.618)  0.61
H (3.921, -0.704, -1.847)  0.29
H (5.831, 0.804, -2.373)  0.46
C (-8.205, 6.127, -2.010)  -0.24
C (-7.988, 7.253, -2.692)  -0.44
C (-9.011, 7.805, -3.605)  0.30
O (-8.813, 8.831, -4.229)  -0.52
C (-10.283, 7.063, -3.731)  -0.39
C (-10.499, 5.937, -3.049)  -0.38
C (-9.477, 5.385, -2.137)  0.59
O (-9.675, 4.356, -1.511)  -0.56
H (-7.466, 5.708, -1.338)  0.39
H (-7.062, 7.809, -2.610)  0.42
H (-11.021, 7.482, -4.403)  0.41
H (-11.425, 5.381, -3.131)  0.42

=====

(2)
Entry from the Open Molecules 2025 dataset: a molecular structure, C38H32HgINO2P2 in a non-equilibrium geometry (ωB97M-V/def2-TZVPD).

Highest occupied orbital energy (spin up / spin down) ... -0.3755 / -0.3757 Ha
⟨S²⟩ ... 0.758
2S+1 ... 2
Lowest unoccupied orbital energy (spin up / spin down) ... -2.37 / -4.52 eV
Charge ... +1

Each line ends with the Mulliken spin population.
Geometry (Å):
Hg (-1.524, -2.188, -0.615)  0.39
O (-0.117, -0.271, -2.503)  0.02
C (1.217, -0.410, -2.908)  0.03
C (1.416, -0.947, -4.186)  -0.03
C (2.746, -0.971, -4.696)  0.00
C (3.821, -0.545, -3.906)  0.00
C (3.600, -0.178, -2.581)  0.01
C (2.324, -0.093, -2.049)  -0.03
P (2.048, 0.205, -0.267)  -0.01
C (2.600, -1.241, 0.536)  -0.03
C (2.784, -2.482, -0.056)  0.04
C (3.091, -3.553, 0.774)  0.00
C (3.120, -3.464, 2.139)  0.00
C (3.036, -2.206, 2.742)  0.00
C (2.724, -1.122, 1.950)  0.00
C (3.346, 1.494, -0.056)  0.00
C (3.123, 2.833, -0.357)  0.00
C (4.079, 3.801, -0.111)  0.00
C (5.342, 3.426, 0.369)  0.00
C (5.591, 2.086, 0.641)  0.00
C (4.607, 1.108, 0.383)  0.00
C (-0.688, 0.971, -2.473)  0.05
C (-0.319, 1.941, -3.439)  0.00
C (-0.731, 3.279, -3.293)  0.00
C (-1.598, 3.657, -2.264)  0.00
C (-2.010, 2.641, -1.399)  0.00
C (-1.719, 1.281, -1.561)  0.01
P (-2.499, 0.165, -0.376)  0.35
C (-2.305, 0.883, 1.268)  0.00
C (-1.060, 1.405, 1.648)  0.02
C (-0.854, 1.766, 2.969)  -0.02
C (-1.862, 1.728, 3.920)  0.03
C (-3.150, 1.309, 3.496)  -0.01
C (-3.361, 0.935, 2.206)  0.02
C (-4.231, -0.116, -0.756)  -0.01
C (-5.022, 0.546, -1.745)  0.01
C (-6.353, 0.221, -1.908)  -0.01
C (-6.868, -0.952, -1.402)  0.01
C (-6.121, -1.666, -0.461)  -0.01
C (-4.817, -1.198, -0.105)  0.04
H (0.550, -1.178, -4.825)  0.00
H (2.947, -1.257, -5.740)  0.00
H (4.823, -0.570, -4.267)  0.00
H (4.418, 0.043, -1.914)  0.00
H (2.715, -2.566, -1.108)  0.00
H (3.202, -4.505, 0.285)  0.00
H (3.324, -4.368, 2.746)  0.00
H (3.125, -2.062, 3.817)  0.00
H (2.586, -0.105, 2.276)  0.00
H (2.171, 3.076, -0.812)  0.00
H (3.829, 4.866, -0.297)  0.00
H (6.072, 4.248, 0.511)  0.00
H (6.530, 1.760, 1.051)  0.00
H (4.816, 0.082, 0.482)  0.00
H (0.357, 1.640, -4.242)  0.00
H (-0.363, 3.980, -4.009)  0.00
H (-1.847, 4.687, -2.120)  0.00
H (-2.690, 2.882, -0.605)  0.00
H (-0.276, 1.469, 0.923)  0.01
H (0.152, 2.027, 3.255)  0.00
H (-1.713, 1.995, 4.950)  0.00
H (-3.973, 1.141, 4.222)  0.00
H (-4.360, 0.613, 1.903)  0.00
H (-4.608, 1.411, -2.269)  0.00
H (-6.979, 0.890, -2.537)  0.00
H (-7.906, -1.273, -1.706)  0.00
H (-6.531, -2.598, 0.063)  0.00
H (-4.262, -1.704, 0.716)  0.03
N (-0.198, -2.443, 4.137)  0.00
C (-0.903, -2.639, 2.998)  -0.01
O (-0.732, -1.853, 2.037)  0.04
C (-1.910, -3.726, 2.943)  0.02
I (-0.978, -5.692, 2.661)  0.00
H (0.450, -1.651, 4.128)  0.00
H (-0.136, -3.165, 4.875)  0.00
H (-2.602, -3.655, 2.072)  0.01
H (-2.506, -3.881, 3.829)  0.00

=====

(3)
Entry from the Open Molecules 2025 dataset: a molecular structure, C38H32IN2O7PSTl (ωB97M-V/def2-TZVPD).

Highest occupied orbital energy ... -0.2064 Ha
Lowest unoccupied orbital energy ... 2.10 eV
Charge ... -1
ΔE to the lowest compared entry with this formula, charge and spin ... 0.624 eV

Each line ends with the Mulliken charge.
Geometry (Å):
Tl (0.064, 0.138, 1.288)  0.59
I (-0.578, -3.050, 0.917)  0.19
C (0.225, -3.976, -0.780)  0.13
C (0.491, -5.303, -0.546)  -0.71
C (1.007, -6.148, -1.541)  -0.89
C (1.231, -5.632, -2.776)  -0.82
C (0.961, -4.272, -3.057)  1.01
C (1.199, -3.839, -4.384)  -0.82
C (0.951, -2.556, -4.745)  -1.46
C (0.487, -1.660, -3.771)  0.23
C (0.259, -2.004, -2.459)  0.73
P (-0.304, -0.534, -1.455)  0.52
C (-2.046, -0.378, -1.965)  0.82
C (-2.779, 0.690, -1.447)  -0.16
C (-4.125, 0.819, -1.743)  -0.73
C (-4.762, -0.127, -2.535)  -0.76
C (-4.045, -1.203, -3.033)  -0.68
C (-2.691, -1.328, -2.752)  -0.81
C (0.586, 0.808, -2.316)  0.14
C (1.968, 0.865, -2.138)  -0.85
C (2.700, 1.891, -2.712)  -0.70
C (2.064, 2.869, -3.464)  -0.57
C (0.691, 2.812, -3.645)  -0.62
C (-0.048, 1.785, -3.074)  0.22
C (0.466, -3.374, -2.059)  -0.03
H (0.299, -5.711, 0.435)  0.39
H (1.212, -7.186, -1.317)  0.38
H (1.619, -6.249, -3.577)  0.34
H (1.575, -4.561, -5.097)  0.35
H (1.118, -2.211, -5.756)  0.45
H (0.315, -0.640, -4.084)  0.57
H (-2.284, 1.391, -0.786)  0.04
H (-4.685, 1.645, -1.325)  0.45
H (-5.819, -0.033, -2.749)  0.36
H (-4.536, -1.954, -3.637)  0.43
H (-2.144, -2.174, -3.148)  0.30
H (2.462, 0.110, -1.541)  0.38
H (3.771, 1.930, -2.559)  0.42
H (2.637, 3.676, -3.903)  0.35
H (0.186, 3.574, -4.226)  0.43
H (-1.121, 1.757, -3.207)  0.33
O (-5.235, -0.655, 4.785)  -0.55
C (-4.240, -1.092, 5.534)  0.48
O (-4.381, -1.322, 6.714)  -0.64
C (-2.923, -1.346, 4.880)  0.17
C (-1.876, -1.946, 5.553)  -0.69
N (-0.864, -2.068, 4.683)  -0.30
N (-1.167, -1.565, 3.486)  0.01
C (-2.403, -1.107, 3.579)  0.18
C (-2.999, -0.440, 2.366)  0.61
O (-4.224, -0.253, 2.352)  -0.98
O (-2.212, -0.135, 1.424)  0.01
H (-4.960, -0.538, 3.809)  0.49
H (-1.815, -2.279, 6.573)  0.53
H (0.073, -2.398, 4.847)  0.15
O (4.080, -1.487, 0.513)  -0.76
C (3.200, -0.731, 0.902)  0.37
O (1.970, -0.830, 0.538)  0.06
C (3.611, 0.450, 1.776)  0.48
C (4.873, 0.970, 1.489)  -0.79
C (5.396, 2.054, 2.168)  -0.61
C (4.651, 2.638, 3.184)  -0.62
C (3.403, 2.134, 3.488)  -0.67
C (2.860, 1.044, 2.799)  0.72
S (1.281, 0.512, 3.411)  -0.41
H (5.439, 0.478, 0.711)  0.46
H (6.374, 2.438, 1.911)  0.39
H (5.036, 3.488, 3.732)  0.36
H (2.810, 2.592, 4.269)  0.41
C (-1.041, 3.366, 2.034)  -1.66
C (-0.316, 3.235, 0.694)  1.56
C (1.146, 3.664, 0.816)  -1.31
C (-1.018, 4.109, -0.352)  -1.71
O (-0.393, 1.918, 0.207)  0.69
H (-1.134, 4.413, 2.332)  0.50
H (-0.502, 2.837, 2.823)  0.17
H (-2.041, 2.939, 1.948)  0.26
H (1.237, 4.692, 1.174)  0.45
H (1.634, 3.585, -0.157)  0.15
H (1.676, 3.017, 1.515)  0.09
H (-0.972, 5.165, -0.079)  0.44
H (-2.067, 3.820, -0.439)  0.34
H (-0.541, 3.978, -1.323)  0.24

=====

| no. | M (g mol⁻¹) |
| --- | --- |
| 1 | 727.67 |
| 2 | 924.12 |
| 3 | 1023.01 |